[1]
This record from the Open Molecules 2025 dataset describes a 8-piece molecular cluster, C30H43N8O13 overall in a non-equilibrium geometry. The level of theory is ωB97M-V/def2-TZVPD.

Element x y z (Å)
1 C 3.58 3.53 -2.91
2 H 0.78 -2.68 2.60
3 O -0.83 0.09 0.38
4 O 2.70 1.68 3.80
5 H 3.24 3.43 -1.88
6 H 0.91 -4.52 4.29
7 H 2.37 0.83 -2.77
8 C 4.09 -3.08 2.44
9 C 1.27 3.00 0.64
10 N 3.33 0.90 4.53
11 H 0.39 1.59 -4.44
12 O 1.24 -0.32 -0.26
13 C -0.46 2.13 -4.09
14 N -6.08 -0.98 1.80
15 H -2.57 -0.88 4.84
16 H -0.89 -0.79 2.75
17 C 0.21 -3.54 -0.29
18 O 0.78 6.00 2.58
19 C -1.85 -1.46 4.87
20 H -2.40 2.48 -5.93
21 C 3.22 -0.72 2.39
22 C -1.82 3.26 -6.06
23 C 0.21 -3.68 4.57
24 H -7.70 -0.56 -0.65
25 C -0.01 -5.48 -1.69
26 N 3.73 2.15 -3.39
27 O 0.95 -4.14 0.51
28 H -0.87 -4.38 6.68
29 H 4.22 -3.92 1.92
30 C -4.75 0.09 -2.36
31 H 4.59 3.86 -2.80
32 H 2.99 4.10 -3.41
33 H 1.03 2.65 -0.33
34 C -0.80 -1.43 3.67
35 O -7.35 -1.08 2.10
36 H -3.78 -0.01 1.05
37 H -2.11 4.18 -5.63
38 N -0.54 2.96 -5.38
39 N -0.44 -4.13 -1.35
40 C 4.49 -2.99 3.94
41 H 1.10 -5.73 -1.75
42 C 3.58 -0.44 3.91
43 O -2.45 -3.47 7.98
44 H -1.80 -2.73 -1.16
45 H -1.23 1.44 -4.02
46 H -0.93 5.27 -0.13
47 C 0.09 5.08 0.00
48 H -0.62 -6.23 -1.28
49 N 0.11 0.03 -0.50
50 C 0.94 4.73 2.27
51 H -1.10 -2.57 -2.71
52 H -1.67 3.48 -7.15
53 C 0.63 3.26 -5.87
54 H -2.13 -3.93 -2.59
55 H -0.08 -2.54 -0.21
56 C 3.24 0.97 -2.54
57 H -6.85 -0.14 -2.83
58 H 3.89 0.90 -4.96
59 C -6.70 -0.53 -0.58
60 H 4.55 -1.56 5.58
61 C -6.12 0.01 -2.00
62 C -0.75 -3.71 5.74
63 H 0.55 4.83 -0.89
64 N -2.72 -2.64 7.02
65 H 1.45 2.66 -5.64
66 O -3.83 -2.23 6.76
67 H -4.33 0.12 -3.38
68 O -0.19 -0.01 -1.71
69 C 4.16 2.02 -4.68
70 C 4.14 -1.66 4.57
71 H -0.76 2.87 -3.31
72 H 3.20 1.03 -1.60
73 C 3.50 -2.09 1.76
74 H 0.98 2.15 1.30
75 C -3.74 -0.01 -1.21
76 C -1.75 -2.56 5.97
77 O 3.36 1.02 5.77
78 C 0.14 -2.68 3.59
79 C -1.41 -3.28 -2.00
80 H 2.70 0.13 1.76
81 C -5.70 -0.68 0.52
82 H 2.28 2.69 0.94
83 H -2.47 -0.12 -1.34
84 H 1.58 3.92 2.96
85 H 3.71 0.10 -3.10
86 H 4.78 -3.75 4.31
87 C -4.29 -0.16 0.26
88 O 0.73 4.10 -6.86
89 O -5.25 -1.25 2.65
90 N 0.76 4.31 1.03
91 H 3.39 -2.29 0.64
92 O 4.27 2.99 -5.49
93 H 0.39 6.29 0.14
94 H -0.41 -5.56 -2.73

As for the charge: -1. Its spin multiplicity is 1. The calculation puts the LUMO energy at 0.443 eV.

Partial atomic charges computed with the Löwdin method, in multiples of e: atom 1 (C): -0.01, atom 2 (H): 0.11, atom 3 (O): -0.08, atom 4 (O): 0.02, atom 5 (H): 0.08, atom 6 (H): 0.11, atom 7 (H): -0.04, atom 8 (C): -0.07, atom 9 (C): -0.08, atom 10 (N): -0.33, atom 11 (H): 0.08, atom 12 (O): -0.03, atom 13 (C): 0.01, atom 14 (N): -0.35, atom 15 (H): -0.02, atom 16 (H): 0.07, atom 17 (C): -0.29, atom 18 (O): -0.11, atom 19 (C): 0.09, atom 20 (H): 0.03, atom 21 (C): 0.09, atom 22 (C): -0.01, atom 23 (C): -0.11, atom 24 (H): 0.04, atom 25 (C): -0.05, atom 26 (N): -0.14, atom 27 (O): -0.02, atom 28 (H): 0.11, atom 29 (H): 0.05, atom 30 (C): -0.11, atom 31 (H): 0.09, atom 32 (H): 0.02, atom 33 (H): 0.06, atom 34 (C): 0.05, atom 35 (O): 0.01, atom 36 (H): 0.00, atom 37 (H): 0.08, atom 38 (N): -0.17, atom 39 (N): -0.18, atom 40 (C): 0.06, atom 41 (H): 0.11, atom 42 (C): -0.08, atom 43 (O): -0.01, atom 44 (H): 0.08, atom 45 (H): 0.03, atom 46 (H): 0.06, atom 47 (C): -0.04, atom 48 (H): 0.06, atom 49 (N): -0.61, atom 50 (C): -0.26, atom 51 (H): 0.06, atom 52 (H): 0.11, atom 53 (C): -0.32, atom 54 (H): 0.11, atom 55 (H): 0.09, atom 56 (C): 0.04, atom 57 (H): 0.08, atom 58 (H): 0.15, atom 59 (C): 0.10, atom 60 (H): 0.09, atom 61 (C): -0.07, atom 62 (C): 0.04, atom 63 (H): 0.04, atom 64 (N): -0.35, atom 65 (H): 0.09, atom 66 (O): 0.09, atom 67 (H): 0.09, atom 68 (O): -0.08, atom 69 (C): -0.32, atom 70 (C): 0.01, atom 71 (H): 0.11, atom 72 (H): 0.01, atom 73 (C): -0.11, atom 74 (H): 0.08, atom 75 (C): 0.01, atom 76 (C): -0.11, atom 77 (O): 0.05, atom 78 (C): -0.09, atom 79 (C): -0.06, atom 80 (H): 0.11, atom 81 (C): -0.15, atom 82 (H): 0.08, atom 83 (H): 0.13, atom 84 (H): 0.18, atom 85 (H): 0.13, atom 86 (H): -0.04, atom 87 (C): 0.09, atom 88 (O): -0.08, atom 89 (O): 0.08, atom 90 (N): -0.18, atom 91 (H): 0.13, atom 92 (O): -0.05, atom 93 (H): 0.15, atom 94 (H): 0.08

***

[2]
This record from the Open Molecules 2025 dataset describes C30H44BrCeN3P2 as an isolated structure in a non-equilibrium geometry. The level of theory is ωB97M-V/def2-TZVPD.

Element x y z (Å)
1 H 2.54 -0.86 2.43
2 C 0.78 -2.82 -3.69
3 H -0.84 -2.39 -5.11
4 C -2.09 -3.17 2.40
5 N 2.14 2.24 -1.40
6 C 0.35 -2.95 0.85
7 H 1.84 0.56 -6.30
8 H 0.17 -3.79 -5.54
9 H -1.35 -3.54 3.13
10 C 2.58 -3.38 0.10
11 H -1.01 -3.92 -4.23
12 H 3.04 4.42 2.58
13 H 3.68 -4.25 -3.73
14 H -3.50 -4.85 2.50
15 C 7.01 -1.42 1.48
16 C 1.25 0.00 -4.28
17 C 2.14 -1.63 1.77
18 H 0.15 -1.65 2.60
19 H 5.22 -3.37 -3.48
20 H 1.93 0.73 -3.79
21 C -0.29 -3.24 -4.71
22 C -3.53 -2.92 -1.00
23 H 4.21 -1.22 -3.53
24 H 1.32 -3.71 -3.33
25 H 4.91 0.62 1.56
26 H 4.60 2.54 3.21
27 H -3.36 -3.68 -1.77
28 H -2.13 -2.08 2.52
29 H -1.07 -5.20 -0.77
30 C 1.25 -3.73 0.11
31 C 4.05 -1.47 0.18
32 H 0.34 -0.07 -3.66
33 H -4.07 -2.09 -1.47
34 H 4.36 -3.25 -5.05
35 C 2.60 3.59 0.65
36 H -4.17 -3.35 -0.23
37 C 0.92 0.47 -5.71
38 C 3.23 3.61 1.88
39 P 2.02 -1.67 -4.40
40 H 1.41 1.49 -1.30
41 H 3.32 -3.98 -0.44
42 C -0.68 -6.12 1.16
43 C 3.49 -2.08 -3.41
44 C 2.96 -2.18 0.75
45 C 2.82 2.48 -0.18
46 C 0.82 -2.05 1.83
47 C -2.21 -2.40 -0.45
48 H 1.66 3.07 -1.73
49 C 4.23 -3.33 -3.96
50 H 0.34 -2.32 -2.81
51 C -1.44 -5.15 0.26
52 H 8.79 -4.47 0.01
53 N 3.74 1.53 0.12
54 H 6.51 -0.59 1.98
55 H -1.47 -2.26 -1.24
56 C 4.10 2.56 2.24
57 C 8.26 -3.59 0.41
58 Ce 3.81 -0.19 -1.61
59 N 8.70 -3.12 1.57
60 C 7.19 -3.01 -0.30
61 C 8.09 -2.07 2.12
62 H 0.27 -0.26 -6.21
63 Br 0.71 -0.62 -1.00
64 H -4.23 -3.30 2.02
65 H 0.40 -5.92 1.19
66 H 1.94 4.38 0.29
67 H -3.74 -3.57 3.70
68 H -2.33 -1.42 0.03
69 H 3.15 -2.27 -2.35
70 H 0.93 -4.60 -0.47
71 H 0.41 1.44 -5.72
72 C -3.47 -3.77 2.66
73 P -1.39 -3.44 0.78
74 C 6.55 -1.90 0.25
75 H -0.81 -7.14 0.78
76 C 4.32 1.52 1.35
77 C 5.26 -1.35 -0.31
78 H 8.46 -1.70 3.08
79 H -2.51 -5.41 0.23
80 H -1.06 -6.11 2.19
81 H 6.86 -3.44 -1.24

As for the charge: +4. Its spin multiplicity is 1. The calculation puts the LUMO energy (spin up / spin down) at -15.862 / -15.863 eV.

Partial atomic charges computed with the Löwdin method, in multiples of e: atom 1 (H): 0.16, atom 2 (C): -0.41, atom 3 (H): 0.08, atom 4 (C): -0.32, atom 5 (N): 0.06, atom 6 (C): -0.28, atom 7 (H): 0.09, atom 8 (H): 0.09, atom 9 (H): 0.11, atom 10 (C): 0.04, atom 11 (H): 0.08, atom 12 (H): 0.15, atom 13 (H): 0.10, atom 14 (H): 0.09, atom 15 (C): 0.00, atom 16 (C): -0.42, atom 17 (C): 0.03, atom 18 (H): 0.14, atom 19 (H): 0.09, atom 20 (H): 0.05, atom 21 (C): -0.11, atom 22 (C): -0.09, atom 23 (H): 0.05, atom 24 (H): 0.09, atom 25 (H): 0.09, atom 26 (H): 0.14, atom 27 (H): 0.09, atom 28 (H): 0.11, atom 29 (H): 0.11, atom 30 (C): -0.06, atom 31 (C): -0.21, atom 32 (H): 0.05, atom 33 (H): 0.10, atom 34 (H): 0.11, atom 35 (C): 0.06, atom 36 (H): 0.08, atom 37 (C): -0.12, atom 38 (C): 0.03, atom 39 (P): 1.14, atom 40 (H): -0.05, atom 41 (H): 0.16, atom 42 (C): -0.09, atom 43 (C): -0.52, atom 44 (C): -0.19, atom 45 (C): -0.35, atom 46 (C): -0.05, atom 47 (C): -0.33, atom 48 (H): 0.13, atom 49 (C): -0.06, atom 50 (H): -0.02, atom 51 (C): -0.31, atom 52 (H): 0.14, atom 53 (N): -0.05, atom 54 (H): 0.10, atom 55 (H): 0.03, atom 56 (C): 0.01, atom 57 (C): -0.07, atom 58 (Ce): 1.31, atom 59 (N): 0.12, atom 60 (C): 0.00, atom 61 (C): -0.06, atom 62 (H): 0.08, atom 63 (Br): 0.59, atom 64 (H): 0.08, atom 65 (H): 0.07, atom 66 (H): 0.14, atom 67 (H): 0.11, atom 68 (H): 0.11, atom 69 (H): 0.03, atom 70 (H): 0.12, atom 71 (H): 0.10, atom 72 (C): -0.08, atom 73 (P): 1.01, atom 74 (C): -0.20, atom 75 (H): 0.11, atom 76 (C): -0.08, atom 77 (C): -0.10, atom 78 (H): 0.14, atom 79 (H): 0.12, atom 80 (H): 0.09, atom 81 (H): 0.11

***

[3]
This record from the Open Molecules 2025 dataset describes C30H44BrN3P2Pb as an isolated structure in a non-equilibrium geometry. The level of theory is ωB97M-V/def2-TZVPD.

Element x y z (Å)
1 P -1.67 -2.20 0.28
2 C 2.13 -2.46 4.16
3 H -3.11 1.93 2.93
4 H -3.45 4.38 3.86
5 C -1.60 5.12 -0.68
6 C 1.29 0.92 0.36
7 H -5.56 1.52 -0.66
8 H -0.78 -1.58 -2.63
9 H -3.27 2.29 -0.85
10 C -2.53 3.79 3.90
11 H -2.05 -0.45 -3.08
12 H 4.08 -5.25 4.29
13 H -0.46 -4.25 0.18
14 H 1.63 -2.43 -0.32
15 H -1.05 3.07 -0.19
16 H 2.97 -5.51 2.02
17 H -3.47 -2.07 1.87
18 H 3.75 3.87 -4.81
19 C -1.43 3.97 0.31
20 H -2.46 -2.15 -2.81
21 H -5.61 1.78 1.09
22 H 8.24 2.08 -5.76
23 H -2.08 4.80 -1.61
24 H -2.70 -5.09 -0.55
25 C 5.58 4.02 -5.95
26 C 1.75 -1.35 -0.41
27 H -2.64 -4.09 -2.02
28 H -2.21 5.93 -0.26
29 H 3.48 -3.17 5.66
30 H -2.52 3.26 4.86
31 N 1.61 -2.56 2.93
32 H -5.31 -3.27 0.71
33 H -4.31 -3.53 -0.73
34 C 3.66 1.10 -2.47
35 C -2.44 2.79 2.74
36 H -4.80 -1.88 -0.25
37 H 2.31 2.51 -0.72
38 C 6.46 1.82 -4.56
39 C 2.80 0.55 -1.49
40 H -0.72 4.27 1.10
41 H 2.11 -1.41 5.86
42 H -1.48 -5.39 -1.79
43 C 2.62 -0.83 -1.38
44 H -3.05 -3.74 1.49
45 C 1.09 -0.45 0.40
46 C 5.18 2.32 -4.28
47 H -0.63 5.54 -0.95
48 C 4.73 3.45 -4.99
49 H 6.84 0.95 -4.03
50 H -5.59 3.16 -0.02
51 H -1.69 4.49 3.91
52 C -3.26 -2.76 1.03
53 C 2.76 -4.65 2.66
54 C -2.03 -4.60 -1.26
55 Br -1.48 -2.58 3.97
56 C -1.83 -1.32 -2.45
57 C 1.88 -3.66 2.21
58 H -1.41 2.43 2.61
59 C 2.14 1.44 -0.61
60 C -1.02 -3.68 -0.58
61 H 0.66 -1.38 5.00
62 C 3.07 -3.38 4.68
63 C 4.34 1.69 -3.29
64 H 5.26 4.89 -6.52
65 H -3.18 -0.73 -0.87
66 H -0.28 -3.32 -1.32
67 C 7.24 2.46 -5.53
68 H 3.15 -1.49 -2.07
69 C -3.66 2.16 0.17
70 H 0.80 1.62 1.06
71 N 1.68 -1.41 4.94
72 Pb -0.39 -0.65 2.24
73 C -5.19 2.16 0.15
74 H -1.55 -0.05 -0.74
75 C -4.48 -2.86 0.12
76 H -3.27 1.22 0.59
77 P -3.00 3.56 1.17
78 C -2.11 -0.96 -1.01
79 C 3.38 -4.50 3.92
80 H 1.37 -3.75 1.25
81 N 6.80 3.53 -6.20

As for the charge: +2. Its spin multiplicity is 1. The calculation puts the LUMO energy (spin up / spin down) at -7.809 / -10.147 eV.

Partial atomic charges computed with the Löwdin method, in multiples of e: atom 1 (P): 0.85, atom 2 (C): -0.41, atom 3 (H): 0.07, atom 4 (H): 0.07, atom 5 (C): -0.17, atom 6 (C): -0.16, atom 7 (H): 0.07, atom 8 (H): 0.07, atom 9 (H): 0.08, atom 10 (C): -0.17, atom 11 (H): 0.08, atom 12 (H): 0.12, atom 13 (H): 0.07, atom 14 (H): 0.09, atom 15 (H): 0.05, atom 16 (H): 0.11, atom 17 (H): 0.04, atom 18 (H): 0.14, atom 19 (C): -0.45, atom 20 (H): 0.07, atom 21 (H): 0.07, atom 22 (H): 0.16, atom 23 (H): 0.07, atom 24 (H): 0.08, atom 25 (C): -0.01, atom 26 (C): -0.09, atom 27 (H): 0.06, atom 28 (H): 0.07, atom 29 (H): 0.12, atom 30 (H): 0.07, atom 31 (N): 0.01, atom 32 (H): 0.09, atom 33 (H): 0.06, atom 34 (C): 0.08, atom 35 (C): -0.46, atom 36 (H): 0.07, atom 37 (H): 0.13, atom 38 (C): 0.05, atom 39 (C): -0.22, atom 40 (H): 0.08, atom 41 (H): 0.10, atom 42 (H): 0.09, atom 43 (C): 0.01, atom 44 (H): 0.08, atom 45 (C): -0.32, atom 46 (C): -0.18, atom 47 (H): 0.06, atom 48 (C): 0.05, atom 49 (H): 0.15, atom 50 (H): 0.07, atom 51 (H): 0.07, atom 52 (C): -0.44, atom 53 (C): -0.05, atom 54 (C): -0.13, atom 55 (Br): 0.05, atom 56 (C): -0.12, atom 57 (C): -0.15, atom 58 (H): 0.03, atom 59 (C): 0.01, atom 60 (C): -0.39, atom 61 (H): -0.01, atom 62 (C): 0.01, atom 63 (C): 0.08, atom 64 (H): 0.16, atom 65 (H): 0.07, atom 66 (H): 0.07, atom 67 (C): -0.01, atom 68 (H): 0.13, atom 69 (C): -0.45, atom 70 (H): 0.07, atom 71 (N): 0.10, atom 72 (Pb): 1.04, atom 73 (C): -0.17, atom 74 (H): 0.05, atom 75 (C): -0.13, atom 76 (H): 0.04, atom 77 (P): 0.96, atom 78 (C): -0.39, atom 79 (C): -0.04, atom 80 (H): 0.08, atom 81 (N): 0.29